86
Properties=species:S:1:pos:R:3 method="wB97M-V/def2-TZVPD" e_above_lowest_kcal_mol=0.00 homo_lumo_gap_ev=6.1257 charge=+1 e_tot_ev=-381573.18891 lumo_ev=-2.877 max_force_ev_per_a=0.67
W 0.081 0.327 -0.230
C 5.436 -1.128 1.264
N 4.020 -0.843 1.441
C 3.405 -0.603 2.641
C 2.112 -0.292 2.362
N 1.908 -0.371 1.006
C 3.092 -0.673 0.479
P 3.477 -0.441 -1.269
C 2.839 1.265 -1.284
N 1.758 1.725 -0.661
C 1.729 3.076 -0.840
C 2.817 3.442 -1.576
N 3.507 2.295 -1.854
C 4.767 2.227 -2.583
C 2.092 -1.455 -1.865
N 0.870 -1.475 -1.344
C 0.169 -2.423 -2.039
C 0.987 -2.994 -2.966
N 2.202 -2.378 -2.846
C 3.387 -2.670 -3.642
H 5.778 -1.746 2.090
H 6.015 -0.205 1.245
H 5.591 -1.668 0.334
H 3.930 -0.666 3.578
H 1.342 0.013 3.038
H 0.940 3.692 -0.445
H 3.155 4.407 -1.913
H 4.961 3.201 -3.023
H 4.707 1.489 -3.379
H 5.587 1.971 -1.915
H -0.869 -2.620 -1.847
H 0.807 -3.771 -3.688
H 3.153 -3.485 -4.320
H 4.213 -2.970 -3.001
H 3.680 -1.799 -4.225
Cl -5.254 1.263 -5.353
C -4.154 0.741 -4.127
C -4.596 -0.161 -3.148
C -3.762 -0.596 -2.151
Cl -4.375 -1.723 -0.995
C -2.426 -0.126 -2.040
O -1.657 -0.501 -1.064
C -2.000 0.738 -3.077
C -0.642 1.104 -3.146
O 0.240 0.824 -2.311
C -2.861 1.170 -4.106
H -5.616 -0.520 -3.179
H -0.314 1.650 -4.038
H -2.486 1.843 -4.866
Br -1.080 5.700 4.163
C -1.130 4.573 2.657
C -1.823 4.943 1.509
Br -2.725 6.591 1.420
C -1.851 4.083 0.403
Br -2.761 4.491 -1.198
C -1.224 2.850 0.453
O -1.162 1.994 -0.548
C -0.494 2.500 1.599
O 0.207 1.357 1.518
C -0.452 3.347 2.686
Br 0.549 2.769 4.178
C 0.086 -2.632 4.717
C -0.911 -1.754 3.999
O -0.363 -1.427 2.700
P -1.277 -0.861 1.526
O -2.234 -2.104 1.192
C -1.665 -3.316 0.674
C -1.979 -4.463 1.609
O -2.307 0.043 2.338
C -3.725 0.177 2.064
C -4.022 1.281 1.081
H -0.295 -2.884 5.707
H 1.040 -2.117 4.833
H 0.260 -3.556 4.165
H -1.086 -0.822 4.536
H -1.869 -2.259 3.869
H -0.584 -3.205 0.551
H -2.115 -3.486 -0.305
H -1.493 -4.325 2.574
H -1.627 -5.400 1.176
H -3.055 -4.537 1.768
H -4.163 0.395 3.037
H -4.100 -0.785 1.719
H -3.693 2.244 1.473
H -5.098 1.329 0.907
H -3.522 1.108 0.127